ORCA calculation (the ωB97M-V functional and the def2-TZVPD basis) on a 11-piece molecular cluster, C20H45Cl6N5O19 overall.

Geometry (Å):
C (4.34, 3.99, -2.61)
N (5.72, 4.51, -2.33)
O (5.99, 5.04, -1.26)
O (6.58, 4.19, -3.15)
H (4.28, 2.95, -2.27)
H (4.02, 4.06, -3.65)
H (3.72, 4.65, -2.00)
C (-5.31, -7.31, -3.56)
N (-6.65, -7.99, -3.60)
O (-7.07, -8.33, -4.72)
O (-7.09, -8.39, -2.53)
H (-5.36, -6.52, -4.31)
H (-4.53, -7.97, -3.94)
H (-5.13, -6.79, -2.62)
C (-0.71, -0.37, 2.09)
N (-1.02, -0.83, 0.69)
O (-0.56, -0.09, -0.21)
O (-1.72, -1.77, 0.47)
H (-0.93, 0.69, 2.14)
H (0.36, -0.52, 2.21)
H (-1.18, -0.97, 2.88)
C (7.61, -0.89, 2.66)
N (6.83, -1.41, 1.49)
O (7.49, -1.61, 0.45)
O (5.67, -1.77, 1.69)
H (7.67, 0.19, 2.53)
H (8.61, -1.30, 2.50)
H (7.10, -1.13, 3.59)
C (-8.67, -1.03, 6.42)
N (-7.26, -0.56, 6.09)
O (-6.95, -0.54, 4.91)
O (-6.44, -0.49, 7.02)
H (-9.12, -1.15, 5.44)
H (-9.10, -0.45, 7.24)
H (-8.45, -2.00, 6.85)
C (5.18, -2.49, -7.19)
O (5.24, -3.67, -7.88)
C (5.84, -3.76, -9.01)
O (6.45, -2.88, -9.59)
O (5.81, -5.02, -9.36)
C (6.45, -5.56, -10.49)
H (4.90, -1.70, -7.88)
H (6.14, -2.14, -6.80)
H (4.40, -2.58, -6.44)
H (5.83, -5.43, -11.38)
H (6.60, -6.63, -10.30)
H (7.40, -5.11, -10.76)
C (-3.77, 6.09, -8.94)
O (-2.81, 5.28, -8.32)
C (-3.04, 4.09, -7.61)
O (-2.18, 3.26, -7.24)
O (-4.40, 3.88, -7.29)
C (-4.76, 2.80, -6.39)
H (-4.30, 5.54, -9.71)
H (-3.28, 6.88, -9.52)
H (-4.45, 6.36, -8.13)
H (-4.01, 2.61, -5.62)
H (-5.14, 1.94, -6.95)
H (-5.62, 3.26, -5.90)
C (-0.87, 4.64, 8.86)
O (0.54, 4.83, 8.91)
C (1.27, 5.23, 7.81)
O (0.88, 5.48, 6.65)
O (2.53, 5.33, 8.27)
C (3.42, 6.21, 7.60)
H (-1.32, 5.52, 9.32)
H (-1.03, 3.86, 9.60)
H (-1.20, 4.32, 7.87)
H (3.07, 7.24, 7.61)
H (3.60, 5.67, 6.67)
H (4.40, 6.27, 8.08)
Cl (1.82, -7.97, 0.42)
C (1.50, -7.19, -1.12)
C (2.12, -7.92, -2.31)
Cl (3.93, -7.80, -2.25)
H (1.60, -6.11, -1.00)
H (0.43, -7.30, -1.31)
H (1.81, -7.42, -3.23)
H (1.97, -9.00, -2.26)
Cl (-4.45, 8.79, 2.79)
C (-4.74, 7.80, 1.26)
C (-4.62, 6.27, 1.52)
Cl (-4.32, 5.52, -0.02)
H (-4.00, 8.08, 0.50)
H (-5.74, 8.08, 0.92)
H (-5.44, 5.77, 2.04)
H (-3.75, 6.06, 2.15)
Cl (-1.81, -3.28, 10.55)
C (-0.35, -3.53, 9.55)
C (0.65, -2.40, 9.65)
Cl (2.00, -2.43, 8.43)
H (-0.70, -3.58, 8.52)
H (0.12, -4.48, 9.83)
H (1.22, -2.30, 10.57)
H (0.22, -1.40, 9.62)

Calculated values
* energy above the lowest of the compared OMol25 structures with the same formula, charge and spin: 119.4 kJ/mol
* SMILES: C[N+](=O)[O-].C[N+](=O)[O-].C[N+](=O)[O-].C[N+](=O)[O-].C[N+](=O)[O-].COC(=O)OC.COC(=O)OC.COC(=O)OC.ClCCCl.ClCCCl.ClCCCl
* HOMO-LUMO gap: 10.4 eV

Here are the Mulliken charges for atoms 1 to 4, given in e: C -0.590; N 0.786; O -0.505; O -0.495

ORCA calculation (the ωB97M-V functional and the def2-TZVPD basis) on C35H52AsHoOP3 as an isolated structure.

Geometry (Å):
Ho (0.54, 0.43, -0.76)
P (2.71, 1.29, 0.89)
P (-0.57, 2.57, -1.76)
P (2.53, 0.01, -2.64)
H (-0.95, -4.04, 0.73)
C (-0.24, -4.45, -0.02)
C (1.08, -4.47, 0.08)
H (1.64, -3.96, 0.90)
C (2.51, 1.66, 2.65)
C (3.59, 2.81, 0.35)
C (4.14, 0.15, 1.03)
C (-1.98, 2.50, -2.93)
C (-1.16, 3.94, -0.71)
C (0.62, 3.55, -2.77)
C (3.15, -1.70, -2.38)
C (4.08, 0.95, -2.87)
C (1.89, -0.11, -4.34)
H (-0.72, -4.92, -0.90)
H (1.71, -4.81, -0.75)
H (2.18, 0.77, 3.20)
H (1.80, 2.48, 2.81)
H (3.52, 1.96, 2.97)
H (2.87, 3.62, 0.23)
H (4.11, 2.62, -0.60)
H (4.32, 3.07, 1.13)
H (3.80, -0.79, 1.49)
H (4.88, 0.64, 1.68)
H (4.57, -0.05, 0.04)
H (-2.22, 3.54, -3.14)
H (-2.82, 1.98, -2.46)
H (-1.66, 1.97, -3.84)
H (-1.81, 4.56, -1.36)
H (-0.33, 4.58, -0.38)
H (-1.73, 3.63, 0.17)
H (0.05, 4.29, -3.35)
H (1.21, 2.93, -3.46)
H (1.32, 4.11, -2.12)
H (3.77, -2.00, -3.24)
H (2.31, -2.40, -2.28)
H (3.75, -1.73, -1.46)
H (4.64, 0.58, -3.74)
H (4.71, 0.87, -1.98)
H (3.82, 2.01, -3.03)
H (2.76, -0.38, -4.94)
H (1.48, 0.86, -4.66)
H (1.10, -0.87, -4.43)
C (-1.22, -1.34, -2.91)
C (-2.12, -0.88, -3.88)
C (-2.16, -1.49, -5.12)
C (-1.44, -2.65, -5.41)
C (-0.71, -3.22, -4.36)
C (-0.68, -2.61, -3.10)
O (-0.75, -0.54, -1.93)
H (-0.56, 1.11, -2.08)
H (-2.75, 0.00, -3.68)
H (-2.72, -1.08, -5.97)
H (-1.42, -3.14, -6.40)
H (-0.13, -4.13, -4.52)
H (-0.16, -3.09, -2.28)
C (-2.72, 3.60, 4.35)
C (-1.65, 3.85, 3.48)
C (-1.15, 2.82, 2.67)
C (-1.71, 1.53, 2.75)
C (-2.80, 1.29, 3.59)
C (-3.30, 2.33, 4.40)
As (-0.90, 0.06, 1.72)
C (0.00, -0.89, 3.20)
C (0.54, -2.17, 2.93)
C (1.17, -2.87, 3.96)
C (1.26, -2.35, 5.24)
C (0.74, -1.06, 5.50)
C (0.09, -0.36, 4.48)
C (-2.49, -1.10, 1.54)
C (-2.80, -2.13, 2.44)
C (-3.92, -2.93, 2.21)
C (-4.74, -2.71, 1.12)
C (-4.46, -1.66, 0.22)
C (-3.33, -0.84, 0.45)
H (-3.10, 4.40, 4.99)
H (-1.20, 4.84, 3.44)
H (-0.32, 3.02, 1.98)
H (-3.26, 0.31, 3.63)
H (-4.14, 2.13, 5.05)
H (0.42, -2.63, 1.95)
H (1.60, -3.86, 3.75)
H (1.72, -2.91, 6.05)
H (0.83, -0.63, 6.49)
H (-0.39, 0.61, 4.72)
H (-2.17, -2.30, 3.32)
H (-4.14, -3.75, 2.90)
H (-5.61, -3.34, 0.94)
H (-5.09, -1.49, -0.64)
H (-3.12, -0.01, -0.22)

Calculated values
* energy above the lowest of the compared OMol25 structures with the same formula, charge and spin: 565.5 kJ/mol
* 2S+1: 5
* net charge: +3
* HOMO-LUMO gap (alpha / beta): 6.1 / 3.8 eV

Here are the Mulliken charges for atoms 1 to 4, given in e: Ho 0.048; P 0.536; P 1.466; P 0.674

Among the records above, which one has the highest energy above the lowest of the compared OMol25 structures with the same formula, charge and spin?
C35H52AsHoOP3

The highest energy above the lowest of the compared OMol25 structures with the same formula, charge and spin belongs to which entry?
C35H52AsHoOP3